1.
27
Properties=species:S:1:pos:R:3:forces:R:3:lowdin_charge:R:1 method="wB97M-V/def2-TZVPD" e_homo_ev="-19.3 / -19.3" homo_lumo_gap_ev="4.755 / 3.579" spin_multiplicity=2 total_energy_ev=-58296.937 s2=0.76 de_lowest_kj_mol=29.28 charge=+3
Yb 0.916 0.094 -1.649 -0.293 1.370 -0.708 1.35
C 0.775 -1.222 2.757 -0.038 -0.089 -0.032 -0.01
C 0.979 -1.165 1.236 0.001 0.256 0.096 -0.38
C 2.430 -0.727 0.916 -0.235 -0.353 0.022 -0.05
C -0.027 -0.235 0.573 -0.179 0.106 0.155 -0.34
C -1.094 -0.747 -0.200 -0.047 0.381 0.496 -0.09
C -1.916 0.106 -0.951 0.032 0.258 0.370 -0.02
C -1.729 1.506 -0.945 0.401 -0.344 0.239 -0.26
C -2.749 2.422 -1.524 -0.146 0.219 -0.137 -0.01
C -0.652 2.015 -0.182 -0.368 -0.435 0.423 -0.02
C 0.171 1.169 0.580 -0.855 -0.140 0.319 -0.08
H 1.483 -1.917 3.207 0.019 0.034 0.011 0.11
H -0.231 -1.567 2.992 0.012 0.005 0.015 0.10
H 0.915 -0.239 3.209 0.023 0.009 -0.017 0.10
H 0.815 -2.173 0.840 -0.037 -0.004 -0.024 0.14
H 2.756 0.078 1.572 0.014 0.167 -0.171 0.11
H 2.616 -0.381 -0.143 0.145 -0.135 0.338 0.03
H 3.108 -1.565 1.074 0.087 0.051 -0.073 0.11
H -1.369 -1.791 -0.088 0.181 -0.097 -0.241 0.14
H -2.817 -0.289 -1.409 0.129 -0.095 -0.214 0.14
H -3.295 1.987 -2.359 0.055 -0.035 -0.021 0.10
H -2.333 3.384 -1.819 0.043 -0.037 -0.041 0.10
H -3.485 2.633 -0.740 0.016 -0.028 -0.017 0.13
H -0.597 3.087 -0.031 0.269 0.037 -0.211 0.15
H 0.843 1.613 1.306 0.332 -0.020 -0.247 0.15
I 1.964 -2.522 -2.891 0.680 -1.576 -1.173 0.46
I 2.521 -3.553 -5.333 -0.240 0.494 0.842 0.86

2.
28
Properties=species:S:1:pos:R:3:forces:R:3:lowdin_charge:R:1 method="wB97M-V/def2-TZVPD" e_homo_ev=-5.0 homo_lumo_gap_ev=5.362 spin_multiplicity=1 total_energy_ev=-28035.625 de_lowest_kj_mol=0.00
C -0.497 0.229 -3.874 1.158 1.625 -0.138 -0.32
C -1.291 1.218 -3.203 0.913 -0.124 -0.915 -0.26
C -0.410 2.147 -2.578 0.337 -0.479 -0.460 -0.21
C 0.931 1.734 -2.815 -0.747 -0.189 -0.274 -0.21
C 0.907 0.541 -3.593 -1.722 0.292 -0.778 -0.28
In -0.155 -0.551 -1.469 -0.396 3.221 -0.893 0.61
P -0.201 -2.998 -0.998 0.101 -2.781 0.719 0.61
H -0.840 -0.485 -4.613 -0.026 -0.117 0.317 0.08
H -2.372 1.301 -3.281 0.263 -0.034 0.163 0.08
H -0.713 3.074 -2.098 0.074 -0.307 0.103 0.08
H 1.753 0.058 -4.075 -0.110 0.044 0.259 0.08
H 1.828 2.284 -2.547 -0.182 -0.166 0.140 0.09
H 0.971 -3.643 -1.519 -0.584 -0.403 0.383 -0.11
H -1.302 -3.618 -1.677 0.553 -0.231 0.460 -0.10
H -0.308 -3.395 0.384 0.026 -0.568 -0.702 -0.11
N 0.153 0.216 4.982 -0.023 0.033 0.799 0.11
C 0.143 0.193 3.624 -0.173 -0.042 -0.342 -0.32
C 1.192 -0.421 2.910 0.118 -0.123 -0.309 -0.02
C 1.150 -0.423 1.524 -1.317 0.623 0.276 -0.16
N 0.119 0.121 0.836 0.326 0.200 1.809 -0.12
C -0.909 0.692 1.508 1.192 -0.587 0.347 -0.14
C -0.933 0.750 2.896 0.113 -0.083 -0.417 -0.01
H 0.920 -0.179 5.512 -0.303 0.170 -0.333 0.11
H -0.584 0.663 5.515 0.319 -0.195 -0.377 0.11
H 2.019 -0.921 3.422 -0.284 0.280 -0.037 0.11
H 1.943 -0.888 0.929 -0.183 0.175 0.116 0.10
H -1.722 1.102 0.902 0.259 -0.170 0.076 0.11
H -1.792 1.199 3.397 0.300 -0.065 0.010 0.11

3.
28
Properties=species:S:1:pos:R:3:forces:R:3:lowdin_charge:R:1 method="wB97M-V/def2-TZVPD" e_homo_ev="-5.3 / -5.2" homo_lumo_gap_ev="4.492 / 3.820" spin_multiplicity=1 total_energy_ev=-56478.786 de_lowest_kj_mol=97.48
C -0.268 0.562 -1.344 4.390 1.104 -0.921 -0.19
C -1.070 1.687 -1.466 0.413 0.427 0.052 -0.25
C -0.311 2.805 -1.919 0.117 -0.336 0.089 -0.20
C 1.051 2.438 -2.128 -0.457 -0.003 0.483 -0.25
C 1.258 1.103 -1.803 -3.920 -1.873 1.421 -0.18
Lu 2.062 -1.407 0.905 1.297 -0.912 -2.486 0.96
P -0.424 -2.035 1.610 -1.976 -0.486 0.721 0.54
H -0.527 -0.465 -1.075 -0.018 0.277 -0.268 -0.01
H -2.138 1.719 -1.244 0.277 0.003 -0.103 0.07
H -0.718 3.799 -2.095 0.088 -0.259 -0.014 0.06
H 2.156 0.483 -1.873 -0.321 0.251 -0.220 0.00
H 1.825 3.118 -2.485 -0.225 -0.182 0.091 0.07
H -1.019 -3.160 0.929 0.394 0.602 0.317 -0.11
H -1.556 -1.154 1.509 0.467 -0.291 0.017 -0.10
H -0.674 -2.500 2.950 0.044 0.116 -0.477 -0.12
N -0.008 1.541 5.358 -0.146 0.055 0.147 0.13
C 0.688 1.182 4.245 -0.122 -0.101 0.320 -0.31
C 1.517 0.050 4.264 0.029 -0.061 0.325 -0.05
C 2.177 -0.320 3.111 -1.073 1.349 -0.873 -0.33
N 1.963 0.392 1.915 0.385 1.479 2.064 -0.25
C 1.246 1.566 1.934 0.428 -1.294 0.253 -0.09
C 0.584 1.959 3.064 -0.055 0.282 -0.077 0.00
H 0.043 1.001 6.211 0.054 0.154 -0.351 0.11
H -0.614 2.350 5.365 0.231 -0.270 -0.105 0.11
H 1.610 -0.553 5.170 0.085 0.267 -0.191 0.12
H 2.994 -1.073 3.093 -0.352 -0.005 -0.073 0.03
H 1.255 2.108 0.996 -0.335 -0.054 -0.144 0.11
H -0.042 2.854 3.050 0.300 -0.240 0.002 0.12

4.
27
Properties=species:S:1:pos:R:3:forces:R:3:lowdin_charge:R:1 method="wB97M-V/def2-TZVPD" e_homo_ev=-7.5 homo_lumo_gap_ev=8.357 spin_multiplicity=1 total_energy_ev=-15615.376 de_lowest_kj_mol=957.51
N -0.458 1.998 1.685 -2.225 4.655 0.647 0.10
C -0.042 1.723 0.393 -4.254 15.252 2.894 -0.34
C 0.089 2.761 -0.574 -3.914 6.281 4.977 -0.04
C 0.563 2.735 -1.773 0.291 8.213 -2.670 -0.22
C 0.823 1.565 -2.129 7.369 -9.469 -7.606 -0.20
C 0.932 0.520 -1.271 1.010 -2.008 -1.162 -0.01
C 0.473 0.697 0.082 4.299 -14.337 -6.628 -0.29
N 0.158 -0.462 0.753 0.764 -1.906 1.558 -0.12
C 0.982 -1.635 0.579 0.039 -1.645 2.346 -0.21
H 1.160 -2.129 1.704 -0.413 0.961 -2.890 0.17
C 0.467 -2.750 -0.374 -2.772 1.102 2.669 0.05
H 0.245 -2.329 -1.404 0.181 -1.188 1.199 0.12
O -1.131 -2.996 0.386 9.918 -8.842 -2.420 -0.07
C -1.659 -1.913 0.298 -9.129 6.766 3.289 -0.49
C -1.211 -0.804 1.222 3.632 -0.755 3.748 -0.10
H -0.917 -1.175 2.356 -1.270 0.094 -2.411 0.16
H -1.752 0.087 1.471 -0.815 0.273 -0.881 0.09
H -1.789 -1.386 -0.587 -0.105 0.536 -2.832 0.10
H -2.731 -2.303 0.625 0.613 1.926 -0.465 0.17
H 1.032 -3.673 -0.164 -0.566 0.317 -0.795 0.11
H 1.942 -1.372 0.187 0.776 0.441 0.079 0.10
H 1.458 -0.445 -1.729 -1.543 2.088 1.569 0.14
H 1.571 1.358 -3.256 -2.747 0.654 3.192 0.19
H 0.875 3.665 -2.432 -1.358 -1.873 1.547 0.17
H -0.336 3.877 -0.448 0.800 -2.489 1.192 0.16
H -0.144 1.327 2.308 0.617 -1.051 1.714 0.05
H -0.598 3.058 2.092 0.804 -3.997 -1.859 0.19

5.
28
Properties=species:S:1:pos:R:3:forces:R:3:lowdin_charge:R:1 method="wB97M-V/def2-TZVPD" e_homo_ev=-8.4 homo_lumo_gap_ev=9.328 spin_multiplicity=1 total_energy_ev=-16553.903 de_lowest_kj_mol=224.01
C 4.282 1.373 -0.779 -1.324 -1.254 1.003 -0.09
C 3.386 1.692 -1.796 2.479 1.118 -0.925 -0.12
C 3.666 0.919 0.419 0.686 0.271 -0.768 -0.11
C 2.029 1.609 -1.599 -1.415 -0.162 -0.556 -0.06
C 2.318 0.722 0.631 -1.799 -0.110 -0.470 -0.04
C 1.442 1.054 -0.440 0.716 -0.547 0.086 -0.26
C -0.713 -0.048 -0.577 0.894 0.643 0.616 -0.18
C -4.321 -0.599 0.570 -2.102 -1.735 -1.224 -0.13
C -2.165 0.107 -0.387 0.125 -0.315 -2.653 -0.23
C -2.831 -0.881 0.502 0.146 -1.611 1.817 -0.30
N 0.009 -2.143 2.315 -1.744 -0.962 2.337 0.13
N 0.022 -2.485 1.175 0.909 -2.181 -3.494 -0.31
N 0.049 0.917 -0.271 0.278 0.433 -0.252 0.11
N 0.047 -3.001 0.167 -0.377 0.727 0.910 0.21
H 5.377 1.250 -0.867 -0.838 0.634 -0.097 0.11
H 3.858 2.131 -2.747 -1.221 -0.827 1.271 0.13
H 4.325 0.731 1.206 0.920 -0.565 1.304 0.07
H 1.419 1.949 -2.444 -0.153 -0.266 0.527 0.11
H 1.816 0.282 1.562 1.263 0.855 -1.246 0.11
H -0.416 -1.013 -0.976 0.538 0.002 -0.304 0.10
H -4.604 0.187 1.261 0.273 0.791 -0.550 0.06
H -5.083 -1.394 0.907 1.786 0.377 -0.311 0.09
H -4.619 -0.483 -0.522 -0.113 0.672 1.441 0.09
H -2.371 1.088 -0.093 -0.203 1.619 0.828 0.10
H -2.488 0.134 -1.489 -0.350 -0.641 1.312 0.15
H -2.586 -1.939 0.249 -0.423 0.669 -0.316 0.11
H -2.384 -0.806 1.528 -0.281 0.212 -0.698 0.11
H 0.533 -1.352 2.492 1.332 2.150 0.411 0.03

6.
33
Properties=species:S:1:pos:R:3:forces:R:3:lowdin_charge:R:1 method="wB97M-V/def2-TZVPD" e_homo_ev=-8.7 homo_lumo_gap_ev=9.219 spin_multiplicity=1 total_energy_ev=-26797.046 de_lowest_kj_mol=29.43 smiles="N[C@@H](CC(=O)O)C(=O)N[C@@H](Cc1c[nH]cn1)C(=O)O"
C -2.877 -0.621 0.629 0.812 0.591 0.093 -0.28
C -1.592 -0.604 -0.211 -0.015 -0.080 0.086 -0.40
C -3.443 0.813 0.643 -0.702 -0.126 0.651 -0.04
C -3.808 1.328 -0.730 0.634 0.973 -0.101 -0.54
C 0.864 -0.444 -0.150 0.035 -0.210 0.030 -0.19
C 1.284 -1.711 -0.935 0.919 -0.118 0.537 -0.46
C 1.893 -0.073 0.914 0.401 -0.047 -0.799 -0.09
C 3.139 0.524 0.321 -0.152 -0.189 0.033 -0.30
C 4.200 -0.105 -0.264 0.196 -0.620 0.055 -0.05
C 4.468 2.082 -0.290 0.297 -0.609 -0.156 -0.20
H -2.578 -2.053 2.053 0.189 -0.738 -0.098 0.08
H -3.339 -0.780 2.592 -0.530 0.405 0.562 0.07
H -3.566 -1.268 0.122 -0.459 -0.322 -0.443 0.14
H -2.749 1.521 1.113 -0.109 -0.253 -0.171 0.14
H -4.383 0.789 1.260 0.728 0.096 -0.539 0.15
H -4.839 0.900 -2.244 0.157 -0.396 0.972 0.16
H -0.499 -0.696 1.469 -0.135 -0.057 0.749 0.12
H 0.770 0.386 -0.854 -0.078 -0.009 -0.123 0.17
H 1.480 0.688 1.540 -0.438 0.510 0.512 0.11
H 2.113 -0.946 1.509 0.146 -0.302 0.199 0.12
H 4.413 -1.171 -0.406 -0.148 0.747 0.022 0.12
H 4.938 3.020 -0.486 0.119 0.387 -0.042 0.11
H 5.952 0.779 -1.092 -0.215 0.072 0.076 0.15
H -0.230 -1.402 -2.023 -0.400 0.268 -0.068 0.07
N -2.594 -1.057 1.992 0.263 0.435 -0.282 0.06
N -0.439 -0.665 0.477 -0.029 0.137 -0.995 0.14
N 3.319 1.895 0.294 -0.138 -0.244 0.005 0.10
N 5.054 0.899 -0.649 -0.081 0.208 0.054 0.05
O -1.648 -0.517 -1.440 0.053 -0.012 0.296 0.06
O -3.384 2.356 -1.215 -0.444 -0.939 0.382 0.11
O -4.689 0.526 -1.337 -0.330 0.329 -1.157 0.10
O 2.243 -2.384 -0.623 -0.679 0.403 -0.175 0.10
O 0.531 -2.011 -1.978 0.137 -0.292 -0.162 0.14